DFT (the ωB97M-V functional and the def2-TZVPD basis) results for a cluster of 6 separate species, C27H57ClN3O15 in total at a distorted geometry.

Positions of all 103 atoms, in Å:
Cl -32.819 8.747 20.056
O -32.947 7.365 20.448
O -31.421 9.112 20.258
O -33.158 8.894 18.667
O -33.578 9.667 20.887
C -36.600 11.773 17.633
C -35.420 10.843 17.960
O -35.004 10.392 16.667
C -35.679 11.030 15.697
O -35.573 10.786 14.541
O -36.551 11.935 16.210
H -36.545 12.725 18.150
H -37.541 11.256 17.817
H -35.757 10.048 18.618
H -34.570 11.288 18.474
C -33.168 8.888 25.138
C -33.255 7.899 23.994
O -32.851 6.651 24.614
C -32.969 6.794 25.950
O -32.891 5.912 26.737
O -33.266 8.067 26.284
H -33.977 9.613 25.094
H -32.240 9.456 25.022
H -32.744 8.152 23.071
H -34.267 7.624 23.674
C -40.478 6.063 20.347
C -39.002 6.039 19.953
C -38.677 4.628 19.399
C -37.455 4.538 18.478
C -37.425 5.684 17.478
C -37.528 7.049 18.147
N -38.749 7.037 18.934
O -39.201 8.321 19.311
C -36.233 7.428 18.902
C -37.695 8.064 17.011
C -38.167 6.259 21.250
H -40.715 5.286 21.070
H -41.036 5.783 19.444
H -40.785 7.074 20.597
H -38.399 4.016 20.259
H -39.596 4.269 18.939
H -37.592 3.637 17.873
H -36.508 4.511 19.012
H -38.215 5.640 16.724
H -36.506 5.674 16.882
H -35.774 6.563 19.378
H -35.543 7.904 18.211
H -36.445 8.165 19.683
H -36.772 8.173 16.443
H -38.503 7.794 16.327
H -37.973 9.047 17.400
H -38.478 7.153 21.790
H -37.103 6.309 21.019
H -38.252 5.363 21.867
H -38.692 8.560 20.101
C -28.685 4.585 17.457
O -29.302 4.367 18.686
C -29.479 5.546 19.419
C -30.023 5.223 20.791
N -31.317 4.593 20.716
C -32.003 4.491 21.986
C -31.211 3.755 23.056
O -31.020 2.410 22.706
C -30.307 1.692 23.690
H -29.323 5.201 16.806
H -28.479 3.626 16.984
H -27.720 5.113 17.524
H -30.172 6.260 18.946
H -28.517 6.057 19.570
H -30.034 6.152 21.396
H -29.243 4.647 21.306
H -31.835 5.215 20.101
H -32.894 3.872 21.856
H -32.182 5.470 22.456
H -31.698 3.847 24.038
H -30.243 4.264 23.220
H -29.237 1.763 23.488
H -30.641 0.651 23.684
H -30.583 2.025 24.699
C -30.528 13.216 19.233
O -30.415 13.208 20.631
C -30.475 11.883 21.141
C -29.856 11.819 22.543
N -28.638 11.032 22.632
C -28.884 9.598 22.597
C -29.552 9.042 23.847
O -28.731 7.995 24.342
C -29.221 7.327 25.466
H -30.516 14.260 18.903
H -31.467 12.741 18.931
H -29.677 12.766 18.707
H -30.008 11.126 20.505
H -31.538 11.609 21.171
H -30.646 11.616 23.264
H -29.586 12.870 22.714
H -27.996 11.326 21.911
H -27.903 9.114 22.511
H -29.353 9.228 21.672
H -30.500 8.576 23.553
H -29.656 9.845 24.584
H -28.829 7.727 26.407
H -28.998 6.263 25.367
H -30.320 7.354 25.558

Output
HOMO energy in eV: -6.15
Charge: -1
Frontier orbital gap in eV: 8.399

Löwdin atomic charge list, values in e, 6 entries: Cl 0.642; O -0.364; O -0.388; O -0.341; O -0.379; C -0.101

***

DFT (the ωB97M-V functional and the def2-TZVPD basis) results for a structure of composition ClCu at a nearly force-free geometry.

Positions of all 2 atoms, in Å:
Cu 0.641 -1.845 -0.748
Cl -0.641 1.845 0.748

Output
2S+1: 2
HOMO energy (spin up / spin down) in eV: -15.86 / -15.37
Energy relative to the best compared isomer or geometry (same formula, charge and spin) in kcal/mol: 22.1
Charge: +1
Frontier orbital gap (spin up / spin down) in eV: 7.742 / 7.084

natural (NBO) charges, unit e, in atom order: Cu 0.999; Cl 0.001

***

DFT (the ωB97M-V functional and the def2-TZVPD basis) results for a cluster of 2 separate species, C7H15N2OS in total at a distorted geometry.

Positions of all 26 atoms, in Å:
C 1.728 -2.059 0.380
C 1.567 -2.881 -3.560
C -2.498 2.192 -0.361
C -0.430 -0.418 2.580
C -0.131 -1.837 2.036
C -1.234 2.777 0.306
C -1.093 0.480 1.522
N 0.808 -1.723 1.041
N 2.853 -2.583 -3.078
O 2.632 -2.258 -0.350
S 0.043 1.489 0.545
H 1.556 -3.892 -3.870
H -3.103 1.845 0.387
H -2.913 3.036 -0.997
H -2.124 1.389 -0.947
H 0.383 0.124 2.961
H -1.031 -0.532 3.512
H -1.047 -2.390 1.873
H 0.280 -2.495 2.887
H -1.166 3.083 1.319
H -0.739 3.650 -0.216
H -1.742 1.204 2.160
H -1.608 -0.093 0.810
H 3.153 -1.709 -3.552
H 3.640 -3.282 -3.508
H 2.692 -2.595 -2.039

Output
HOMO energy in eV: -10.77
Energy relative to the best compared isomer or geometry (same formula, charge and spin) in kcal/mol: 132.2
Charge: +1
Frontier orbital gap in eV: 4.452

natural (NBO) atomic charge list, values in e, 6 entries: C 0.886; C 0.256; C -0.624; C -0.409; C -0.245; C -0.506

***

DFT (the ωB97M-V functional and the def2-TZVPD basis) results for a cluster of 2 separate species, C25H36Cl2P in total at a distorted geometry.

Positions of all 64 atoms, in Å:
C -5.238 -1.083 -3.204
C -3.925 -1.220 -2.439
C -3.132 0.086 -2.406
C -1.788 -0.030 -1.656
P -1.917 -0.716 0.016
C -0.524 -1.607 0.720
C -0.649 -3.131 0.892
C -1.840 -3.571 1.734
C -1.810 -5.082 1.983
C -2.593 0.475 1.220
C -3.201 -0.184 2.468
C -3.827 0.839 3.432
C -2.842 1.816 4.061
H -5.721 -2.057 -3.293
H -5.935 -0.411 -2.694
H -5.066 -0.699 -4.215
H -4.119 -1.546 -1.409
H -3.307 -1.998 -2.905
H -2.917 0.406 -3.435
H -3.734 0.875 -1.939
H -1.109 -0.700 -2.211
H -1.306 0.946 -1.564
H 0.305 -1.416 0.036
H -0.297 -1.160 1.699
H -0.707 -3.605 -0.098
H 0.277 -3.488 1.369
H -1.830 -3.038 2.696
H -2.774 -3.294 1.224
H -2.652 -5.377 2.615
H -1.878 -5.640 1.042
H -0.883 -5.373 2.493
H -1.768 1.143 1.488
H -3.353 1.089 0.701
H -3.980 -0.899 2.159
H -2.422 -0.753 3.001
H -4.605 1.395 2.893
H -4.339 0.272 4.218
H -3.304 2.316 4.918
H -1.940 1.309 4.418
H -2.537 2.596 3.356
Cl -1.550 6.855 0.672
C -1.131 5.199 0.513
C -0.849 4.435 1.658
C -0.395 3.124 1.508
C -0.245 2.536 0.225
C 0.260 1.155 0.079
C 1.427 0.953 -0.793
C 2.198 -0.245 -0.675
C 3.138 -0.608 -1.643
C 3.475 0.311 -2.651
Cl 4.676 -0.098 -3.800
C 2.870 1.573 -2.684
C 1.882 1.890 -1.761
C -0.643 3.299 -0.905
C -1.050 4.633 -0.769
H -0.959 4.877 2.641
H -0.118 2.557 2.397
H 0.357 0.636 1.033
H 2.077 -0.888 0.194
H 3.637 -1.569 -1.602
H 3.198 2.301 -3.426
H 1.485 2.908 -1.796
H -0.594 2.854 -1.902
H -1.265 5.241 -1.650

Output
HOMO energy in eV: -10.67
Energy relative to the best compared isomer or geometry (same formula, charge and spin) in kcal/mol: 67.8
Charge: +1
Frontier orbital gap in eV: 5.032

natural (NBO) atomic charge list, values in e, 6 entries: C -0.603; C -0.402; C -0.397; C -0.708; P 1.054; C -0.738